[1]
Formula: C14H9BrF6FeN6O6S4
Source: the Open Molecules 2025 dataset
Level of theory: the ωB97M-V functional and the def2-TZVPD basis

total charge	0
spin multiplicity	5
LUMO (alpha / beta)	0.01 / -0.20	eV
HOMO (alpha / beta)	-8.6 / -8.6	eV
expectation value of S²	6.0063

CARTESIAN COORDINATES (ANGSTROEM)
Fe1 0.15661 0.37034 -0.05932
F1 -2.65508 0.12531 4.23005
C1 -2.11864 -0.94490 3.63659
F2 -2.47355 -2.02532 4.31206
F3 -0.79013 -0.80719 3.72788
S1 -2.57359 -0.96758 1.80643
O1 -1.64638 0.02636 1.30089
O2 -3.95286 -0.64406 1.75126
N1 -2.24624 -2.44204 1.40097
S2 -1.17573 -2.88934 0.34855
O3 -1.65272 -3.85454 -0.57563
O4 -0.37153 -1.81876 -0.21965
C2 0.07176 -3.77360 1.45783
F4 1.23506 -3.92323 0.82346
F5 0.29039 -2.99896 2.52400
F6 -0.32710 -4.96255 1.88938
N2 2.62915 -1.45896 -2.00222
C3 3.14687 -0.79489 -0.95963
N3 2.44422 -0.26231 -0.01004
C4 3.22619 0.29699 0.96926
C5 4.56476 0.18842 0.75970
S3 4.87520 -0.64822 -0.71969
C6 2.53262 0.95129 2.05808
C7 3.00806 1.32570 3.27458
S4 1.75636 2.07301 4.20497
C8 0.65698 1.83118 2.86679
N4 1.20505 1.23955 1.84634
N5 -0.60620 2.28390 2.87509
H1 1.62780 -1.40852 -2.11666
H2 3.20496 -1.64419 -2.80508
H3 5.37770 0.56054 1.34502
H4 3.98453 1.20115 3.69456
H5 -1.05224 2.49074 3.75471
H6 -1.18941 1.94072 2.12108
Br1 2.82391 6.79059 -3.09353
C9 1.20514 5.92584 -2.60865
C10 0.04265 6.66631 -2.42770
N6 -1.10195 6.10664 -2.08559
C11 -1.14422 4.80606 -1.86533
C12 -0.02003 3.98851 -1.98455
C13 1.17912 4.55798 -2.39783
C14 -0.05389 2.56457 -1.53563
O5 0.89831 1.79078 -1.80911
O6 -1.01804 2.19418 -0.82173
H7 0.03423 7.74138 -2.54785
H8 -2.09734 4.39128 -1.56601
H9 2.05259 3.93652 -2.52154

In elementary charge units, the Löwdin charges are: 0.97 0.13 -0.65 0.16 0.11 0.63 -0.37 -0.23 -0.28 0.63 -0.23 -0.36 -0.65 0.14 0.12 0.16 0.13 -0.67 0.04 -0.33 -0.34 1.07 -0.33 -0.33 1.07 -0.68 0.05 0.13 0.10 0.11 0.07 0.07 0.11 0.08 0.73 -0.66 -0.19 0.07 -0.07 -0.11 -0.05 -0.63 -0.04 -0.04 0.10 0.12 0.12

=====

[2]
Formula: C4H7O3Tl
Source: the Open Molecules 2025 dataset
Level of theory: the ωB97M-V functional and the def2-TZVPD basis

total charge	+2
LUMO	-13.22	eV
HOMO	-19.4	eV

CARTESIAN COORDINATES (ANGSTROEM)
O1 0.47193 0.03316 -0.10439
C1 -0.51683 -0.69219 0.27972
O2 -1.68330 -0.31565 0.48471
Tl1 -2.37818 1.53766 0.80518
O3 -0.35304 -1.97513 0.10857
C2 0.94907 -2.55252 0.28452
H1 1.43641 -2.12027 1.16533
H2 0.77424 -3.62165 0.42562
H3 1.55936 -2.38021 -0.60875
C3 0.49568 1.50843 -0.12260
H4 0.77714 1.80343 0.89780
H5 1.31558 1.69017 -0.83055
C4 -0.94671 2.07822 -0.57482
H6 -1.14445 1.84242 -1.63126
H7 -0.75690 3.16417 -0.57910

In elementary charge units, the Löwdin charges are: 0.08 -0.55 -0.04 1.68 0.09 0.04 0.12 0.13 0.12 -0.04 0.15 0.18 -0.16 0.12 0.10

=====

[3]
Formula: C11H17ClN2O3
Source: the Open Molecules 2025 dataset
Level of theory: the ωB97M-V functional and the def2-TZVPD basis

total charge	0
LUMO	-0.39	eV
HOMO	-4.3	eV

CARTESIAN COORDINATES (ANGSTROEM)
C1 -1.96134 1.26951 -1.48103
N1 -0.77975 0.64313 -0.78325
C2 -1.32024 -0.18448 0.36208
C3 -0.39953 -0.30029 -1.84668
C4 0.20465 1.76598 -0.43427
Cl1 0.40034 2.72107 -2.02794
C5 1.68813 1.39742 -0.08641
O1 1.62640 0.62118 1.17933
C6 1.87024 -0.66362 1.01528
O2 2.35158 -1.19039 0.04811
C7 1.42884 -1.64421 2.07080
C8 0.70873 -1.15834 3.04242
N2 -0.26572 -2.01431 3.64203
O3 -1.18520 -1.57463 4.22317
C9 -0.05041 -3.46383 3.78671
C10 1.05659 -3.96189 2.89194
C11 1.71689 -3.08876 2.02039
H1 -1.77279 1.80101 -2.48073
H2 -2.73823 0.50019 -1.66019
H3 -2.35357 2.11641 -0.97529
H4 -2.41949 -0.34111 0.33737
H5 -1.19456 0.24343 1.33007
H6 -0.82073 -1.15916 0.39686
H7 -0.22408 0.05313 -2.85058
H8 0.51350 -0.84829 -1.53148
H9 -1.24310 -1.07637 -1.91749
H10 -0.15884 2.42371 0.27417
H11 2.34799 2.25407 0.14046
H12 2.19518 0.84213 -0.84280
H13 0.65933 -0.07110 3.02621
H14 -0.86033 -4.08014 3.73778
H15 0.27429 -3.58211 4.82930
H16 1.18815 -5.08356 2.64815
H17 2.31917 -3.53895 1.32961

In elementary charge units, the Löwdin charges are: -0.10 -0.31 0.04 -0.05 -0.41 0.68 -0.12 -0.01 -0.56 0.03 -0.23 -0.04 -0.33 -0.12 -0.15 -0.07 -0.04 0.09 0.12 0.09 0.12 0.10 0.12 0.09 0.11 0.15 0.10 0.14 0.10 0.12 0.08 0.11 0.11 0.06

=====

[4]
Formula: C14H14N4S4
Source: the Open Molecules 2025 dataset
Level of theory: the ωB97M-V functional and the def2-TZVPD basis

total charge	0
LUMO	0.61	eV
HOMO	-8.4	eV

CARTESIAN COORDINATES (ANGSTROEM)
C1 0.25700 -3.11534 -4.59134
C2 0.62663 -2.31964 -3.40289
N1 -0.20264 -1.78028 -2.59059
N2 0.34868 -1.10405 -1.59263
C3 1.63782 -1.11151 -1.61681
S1 2.65785 -0.33728 -0.46798
C4 1.39557 0.26719 0.71865
C5 0.72591 -0.87303 1.41887
C6 1.53068 -1.71855 2.17862
C7 1.00595 -2.80041 2.85588
C8 -0.35286 -3.05636 2.77999
C9 -1.16015 -2.22734 2.02725
C10 -0.64331 -1.13559 1.33276
C11 -1.60165 -0.28983 0.55935
S2 -2.31641 1.03783 1.62113
C12 -1.56243 2.44823 0.98426
N3 -0.71330 2.48649 0.01129
N4 -0.29516 3.71072 -0.27979
C13 -0.79800 4.64066 0.44028
C14 -0.49099 6.07899 0.30620
S3 -1.93251 4.03008 1.65401
S4 2.31271 -2.01600 -2.96460
H1 0.65333 -2.65130 -5.49341
H2 0.67105 -4.11987 -4.51713
H3 -0.82588 -3.17234 -4.65838
H4 0.71832 0.91426 0.16547
H5 1.97708 0.86603 1.42162
H6 2.59189 -1.51722 2.22670
H7 1.65202 -3.43913 3.43905
H8 -0.78023 -3.89829 3.30342
H9 -2.22073 -2.42581 1.96844
H10 -1.15970 0.19312 -0.30615
H11 -2.45979 -0.88336 0.24749
H12 -0.08197 6.46633 1.23823
H13 -1.39703 6.63768 0.07587
H14 0.23223 6.21497 -0.49311

In elementary charge units, the Löwdin charges are: -0.09 -0.64 0.00 -0.05 -0.94 0.93 -0.38 -0.25 -0.06 -0.08 -0.08 -0.05 -0.26 -0.39 0.94 -0.96 -0.08 0.00 -0.65 -0.09 1.01 1.02 0.08 0.08 0.08 0.04 0.09 0.11 0.10 0.10 0.11 0.05 0.08 0.08 0.08 0.08

=====

[5]
Formula: C10H32O11
Source: the Open Molecules 2025 dataset
Level of theory: the ωB97M-V functional and the def2-TZVPD basis

total charge	+1
spin multiplicity	2
LUMO (alpha / beta)	-2.87 / -9.55	eV
HOMO (alpha / beta)	-12.5 / -12.5	eV
expectation value of S²	0.7549

CARTESIAN COORDINATES (ANGSTROEM)
O1 -0.20255 0.72772 -0.10723
H1 -0.93188 0.25080 0.28883
H2 0.13081 1.28415 0.59668
C1 0.83910 -2.72979 -0.29217
C2 0.41070 -2.24908 1.04934
O2 0.83004 -3.01003 2.19289
O3 0.11750 -3.83347 -0.76347
H3 1.83602 -3.16793 -0.34009
H4 0.75867 -1.99901 -1.09690
H5 -0.67328 -2.27294 0.93751
H6 0.65688 -1.20414 1.23799
H7 0.86118 -3.94724 1.98732
H8 0.43349 -4.08282 -1.63501
C3 -3.72628 0.53281 0.36830
C4 -4.94170 -0.35070 0.55055
O4 -4.96998 -1.25194 -0.56900
O5 -2.61267 -0.17105 0.89282
H9 -3.85700 1.39001 1.02876
H10 -3.51253 0.89761 -0.63635
H11 -5.83372 0.27572 0.54949
H12 -4.95034 -0.85619 1.51621
H13 -4.16549 -1.76583 -0.67056
H14 -2.65804 -0.24663 1.84876
C5 -0.19380 1.45718 3.16833
C6 0.69362 1.17577 4.42574
O6 0.44276 2.09991 5.45682
O7 0.45407 2.25725 2.18005
H15 -1.15834 1.86475 3.47104
H16 -0.44646 0.52452 2.66394
H17 1.77119 1.22014 4.26770
H18 0.37542 0.16915 4.69699
H19 1.28848 2.31505 5.85691
H20 0.80061 3.01689 2.65381
C7 3.40230 -0.23347 -1.32329
C8 3.64677 0.09754 0.11623
O8 3.80812 -1.12034 0.93898
O9 4.41612 -1.01050 -1.72591
H21 3.33905 0.66273 -1.94048
H22 2.42614 -0.71342 -1.39300
H23 2.85088 0.71920 0.52636
H24 4.63343 0.56068 0.12610
H25 4.18984 -1.75516 0.32832
H26 4.02738 -1.36792 -2.52761
C9 -0.10990 1.88248 -4.85862
C10 -0.55611 1.38264 -3.42962
O10 0.33341 0.46954 -2.79828
O11 -1.12851 2.73330 -5.38031
H27 -0.12852 1.04355 -5.55428
H28 0.83822 2.40433 -4.72881
H29 -1.57228 1.00514 -3.54363
H30 -0.79294 2.21596 -2.76812
H31 0.14330 0.52242 -1.85878
H32 -1.63343 2.18058 -5.98128

In elementary charge units, the Löwdin charges are: -0.04 0.01 0.02 -0.27 -0.23 -0.04 -0.05 0.13 0.09 0.11 0.10 0.09 0.09 -0.22 -0.21 -0.06 -0.10 0.12 0.13 0.13 0.12 0.08 0.10 -0.20 -0.22 -0.05 -0.09 0.12 0.09 0.13 0.12 0.09 0.10 -0.35 -0.18 -0.06 0.00 0.12 0.08 0.11 0.12 0.06 0.11 -0.14 -0.08 0.21 0.00 0.14 0.15 0.19 0.16 0.06 0.11

=====

The records above give, respectively, ΔE to the lowest compared entry with this formula, charge and spin values of 104.9 410.4 786.2 0.0 52.9 kJ/mol.